DFT (wB97M-V/def2-TZVPD) results for a 2-piece molecular cluster, C12H14NO2 overall at a distorted geometry.

XYZ file:
```
29
C12H14NO2 | the Open Molecules 2025 dataset | wB97M-V/def2-TZVPD
C -1.7823 2.6212 0.2790
C -2.3265 1.5494 0.9393
C -0.4736 2.7357 -0.0793
C -1.4994 0.4746 1.2153
C 0.3997 1.6521 0.1992
C -0.2233 0.5516 0.7949
C 1.7851 1.2976 0.0355
C 1.9870 0.0199 0.5603
C -0.5223 -0.2058 -3.4008
C 0.4081 -0.5507 -2.2295
C 0.7822 -1.8189 2.8250
C -0.2391 -1.4098 -1.1985
N 0.7379 -0.4417 0.8490
O -0.1636 0.7034 -2.4572
O 0.5573 -1.7188 1.4473
H -2.4310 3.4837 0.0415
H -3.2896 1.4256 1.3759
H -0.0960 3.5349 -0.5334
H -1.9975 -0.4551 1.5794
H 2.5295 2.0106 -0.3281
H 2.7577 -0.7469 0.7175
H 0.1235 -0.3211 -4.2983
H -1.5247 -0.6255 -3.6053
H 1.3308 -0.7451 -2.7235
H 1.4784 -1.1081 3.1578
H 1.3410 -2.7320 2.9158
H -0.1512 -1.9903 3.2663
H 0.2343 -2.2954 -0.9763
H -1.3290 -1.3335 -0.9600
```

Values from the calculation:
**Highest occupied orbital energy (alpha / beta)**: -11.8 / -11.8 eV
**Total energy**: -670.39755 Ha
**Frontier orbital gap (alpha / beta)**: 0.218 / 0.218 Eh
**Net charge**: +1
**LUMO (alpha / beta)**: -5.83 / -5.83 eV
**Relative energy (zero: lowest compared OMol25 entry of this formula, charge and spin)**: 483.5 kJ/mol

natural (NBO) atomic charge list, values in e, 5 entries: C -0.221; C -0.178; C -0.135; C -0.272; C -0.118

DFT (wB97M-V/def2-TZVPD) results for one molecule with the formula C12H14NP.

XYZ file:
```
28
C12H14NP | the Open Molecules 2025 dataset | wB97M-V/def2-TZVPD
C -4.3745 -0.7017 -0.5350
C -4.2794 -0.0827 0.7022
C -3.2318 -0.8721 -1.2989
C -3.0656 0.3804 1.1659
C -2.0114 -0.4077 -0.8505
C -1.9141 0.2413 0.3825
C 3.0927 0.7814 -1.0778
C 2.7415 1.6361 0.0635
C 3.4335 -0.4912 -0.9100
C 1.5348 1.5831 0.6861
C 3.4825 -1.1345 0.4283
C 0.4640 0.8100 0.2224
N -0.7348 0.7895 0.8414
P 1.8711 -1.9859 0.8934
H -5.3294 -1.0480 -0.8989
H -5.1666 0.0449 1.3043
H -3.2896 -1.3607 -2.2596
H -3.0027 0.8593 2.1336
H -1.1369 -0.5518 -1.4642
H 3.0834 1.2340 -2.0633
H 3.5007 2.3194 0.4186
H 3.6705 -1.1162 -1.7615
H 1.3702 2.1881 1.5697
H 4.2762 -1.8851 0.4833
H 3.6664 -0.3859 1.2066
H 0.5531 0.2967 -0.7186
H -0.7813 1.2356 1.7506
H 1.5775 -2.3765 -0.4143
```

Values from the calculation:
**Highest occupied orbital energy (alpha / beta)**: -6.2 / -7.7 eV
**Total energy**: -861.65265 Ha
**Frontier orbital gap (alpha / beta)**: 0.211 / 0.287 Eh
**LUMO (alpha / beta)**: -0.48 / 0.11 eV
**Relative energy (zero: lowest compared OMol25 entry of this formula, charge and spin)**: 14.6 kJ/mol

natural (NBO) atomic charge list, values in e, 5 entries: C -0.249; C -0.186; C -0.179; C -0.276; C -0.293

DFT (wB97M-V/def2-TZVPD) results for one molecule with the formula C12H14O2 at a distorted geometry.

XYZ file:
```
28
C12H14O2 | the Open Molecules 2025 dataset | wB97M-V/def2-TZVPD
C 2.4214 -1.3771 1.2616
O 1.0265 -0.9481 1.1390
C 0.7888 0.2141 0.4193
C 1.1537 1.4217 1.1593
C 0.5442 2.6130 1.0012
C -0.5215 2.9550 0.0993
C -1.0950 1.8338 -0.5106
C -0.4900 0.3994 -0.4492
C -1.5593 -0.6964 -0.7351
C -2.5426 -0.8717 0.3342
C -0.5755 -1.8702 -1.1373
C 0.7213 -1.2768 -1.6363
O 1.5811 -1.7750 -2.3236
C 0.8544 0.1200 -1.1540
H 3.0773 -0.6861 0.7550
H 2.6161 -2.3606 0.7472
H 2.6126 -1.5053 2.3108
H 1.9744 1.3254 1.8379
H 1.0754 3.3863 1.5330
H -0.8638 3.9909 0.0836
H -2.0345 1.9276 -0.9182
H -2.1017 -0.2893 -1.6185
H -2.2616 -1.1995 1.4202
H -3.3101 -1.5225 0.0634
H -3.0898 0.1891 0.4680
H -0.9749 -2.3631 -2.0710
H -0.3352 -2.5782 -0.3826
H 1.3082 0.9436 -1.6967
```

Values from the calculation:
**Highest occupied orbital energy**: -8.5 eV
**Total energy**: -616.02315 Ha
**Frontier orbital gap**: 0.333 Eh
**LUMO**: 0.59 eV
**Relative energy (zero: lowest compared OMol25 entry of this formula, charge and spin)**: 126.0 kJ/mol
**SMILES string**: CO[C@]12C=CC=C[C@]13[C@H](C)CC(=O)[C@@H]32

natural (NBO) atomic charge list, values in e, 5 entries: C -0.261; O -0.545; C 0.261; C -0.203; C -0.221

DFT (wB97M-V/def2-TZVPD) results for one molecule with the formula C12H14O2 at a distorted geometry.

XYZ file:
```
28
C12H14O2 | the Open Molecules 2025 dataset | wB97M-V/def2-TZVPD
O -3.7235 -0.0479 -0.0130
C -2.6313 -0.8592 0.4534
C -1.3473 -0.6422 -0.3027
C -0.4120 -1.8274 0.0184
C 0.9783 -1.7790 -0.4635
C 2.1742 -1.6029 -0.6031
C 3.4504 -0.9402 -0.4285
C 3.5835 0.1727 0.3072
C 2.4804 0.8172 0.8963
C 1.2865 0.9576 1.1210
C -0.1836 1.0355 1.3146
C -0.9442 0.8230 -0.0171
C -0.1797 1.3820 -1.2139
O 0.2446 2.6981 -0.9414
H -3.5598 0.0048 -0.9777
H -2.8408 -1.9373 0.3680
H -2.5463 -0.6177 1.5586
H -1.4793 -0.7569 -1.4155
H -0.9045 -2.6946 -0.3456
H -0.2795 -1.9452 1.1391
H 4.2844 -1.3647 -0.9174
H 4.5503 0.6116 0.3420
H -0.4207 0.3547 2.1412
H -0.4778 1.9763 1.7215
H -1.8600 1.4867 0.0320
H 0.6604 0.6981 -1.4317
H -0.7694 1.3849 -2.1294
H 0.8666 2.6122 -0.2128
```

Values from the calculation:
**Highest occupied orbital energy**: -8.8 eV
**Total energy**: -615.95990 Ha
**Frontier orbital gap**: 0.335 Eh
**LUMO**: 0.36 eV
**Relative energy (zero: lowest compared OMol25 entry of this formula, charge and spin)**: 292.1 kJ/mol
**SMILES string**: OC[C@@H]1CC#C/C=C\C#CC[C@H]1CO

natural (NBO) atomic charge list, values in e, 5 entries: O -0.706; C -0.057; C -0.238; C -0.479; C 0.040

DFT (wB97M-V/def2-TZVPD) results for one molecule with the formula C12H14O4S.

XYZ file:
```
31
C12H14O4S | the Open Molecules 2025 dataset | wB97M-V/def2-TZVPD
C 4.4956 0.7504 -0.6700
C 3.8409 -0.6274 -0.7001
O 3.0036 -0.8518 0.4193
C 1.7698 -0.3127 0.4738
C 1.0588 -0.5569 1.6562
C -0.2105 -0.0668 1.8205
C -0.8296 0.6786 0.8079
C -2.2001 1.1413 1.0460
O -2.7332 1.1015 2.1343
C -3.0006 1.6607 -0.1396
S -3.2417 0.3985 -1.4317
C -3.6828 -1.0422 -0.4080
C -2.4752 -1.8805 0.0074
O -2.4632 -2.5196 1.0167
O -1.4634 -1.8874 -0.8607
C -0.1195 0.9199 -0.3680
C 1.1624 0.4380 -0.5343
H 5.0604 0.8687 0.2512
H 5.1720 0.8525 -1.5140
H 3.7495 1.5400 -0.7176
H 3.2883 -0.7817 -1.6343
H 4.6076 -1.4031 -0.6225
H 1.5348 -1.1448 2.4242
H -0.7662 -0.2613 2.7248
H -2.5030 2.4963 -0.6296
H -3.9861 1.9757 0.2086
H -4.2376 -0.7163 0.4706
H -4.3325 -1.6691 -1.0231
H -1.6183 -1.2466 -1.5805
H -0.5571 1.4970 -1.1689
H 1.6769 0.6491 -1.4585
```

Values from the calculation:
**Highest occupied orbital energy**: -8.8 eV
**Total energy**: -1164.82543 Ha
**Frontier orbital gap**: 0.325 Eh
**LUMO**: 0.09 eV
**Relative energy (zero: lowest compared OMol25 entry of this formula, charge and spin)**: 7.7 kJ/mol
**SMILES string**: CCOc1ccc(C(=O)CSCC(=O)O)cc1

natural (NBO) atomic charge list, values in e, 5 entries: C -0.638; C -0.064; O -0.481; C 0.341; C -0.259

DFT (wB97M-V/def2-TZVPD) results for one molecule with the formula C12H14P2 at a distorted geometry.

XYZ file:
```
28
C12H14P2 | the Open Molecules 2025 dataset | wB97M-V/def2-TZVPD
C 2.7071 2.1990 0.2940
C 1.2106 1.9803 0.4071
C 0.1584 2.2979 -0.6762
C 0.3403 2.9102 -2.0436
C -1.0475 1.8253 -0.3083
P -1.1171 0.8588 1.1367
C -0.9138 -0.6650 0.2105
C -1.4689 -1.8659 0.5744
C -2.4447 -1.9861 1.6596
C -1.1699 -3.1185 -0.1688
C -0.0085 -3.6540 -0.5679
C 1.2388 -3.1906 -0.2699
P 2.7809 -3.1879 0.1023
C 0.6929 1.1117 1.3271
H 3.2919 1.3323 -0.1655
H 3.0957 2.4620 1.2794
H 2.8200 3.0665 -0.3370
H 0.2922 3.9875 -2.0601
H -0.5691 2.6057 -2.6149
H 1.2801 2.6907 -2.5102
H -1.9082 2.2123 -0.8600
H -0.3224 -0.5566 -0.6030
H -3.1602 -2.7142 1.4578
H -2.9352 -1.0087 1.7779
H -2.0522 -2.3407 2.6029
H -2.1127 -3.5264 -0.5149
H -0.0069 -4.5349 -1.3690
H 1.3287 0.8094 2.2395
```

Values from the calculation:
**Highest occupied orbital energy (alpha / beta)**: -8.1 / -8.1 eV
**Total energy**: -1148.18762 Ha
**Frontier orbital gap (alpha / beta)**: 0.284 / 0.284 Eh
**LUMO (alpha / beta)**: -0.36 / -0.36 eV
**Relative energy (zero: lowest compared OMol25 entry of this formula, charge and spin)**: 99.4 kJ/mol
**SMILES string**: CC1=C(C)C=P(/C=C(C)/C=C\C#P)=C1

natural (NBO) atomic charge list, values in e, 5 entries: C -0.647; C -0.024; C 0.005; C -0.648; C -0.552